No. 1
{"formula": "C42H32Br2N3O2OsP", "method": "ωB97M-V/def2-TZVPD", "homo_lumo_gap_ev": [6.67, 6.67], "e_lumo_ev": [-6.77, -6.77], "e_above_lowest_kj_mol": 123.6, "fmax_ev_per_a": 1.0, "charge": 2, "species": ["Os", "O", "C", "C", "C", "N", "C", "Br", "C", "H", "H", "H", "H", "O", "C", "C", "C", "C", "C", "C", "C", "P", "C", "C", "C", "C", "C", "C", "C", "C", "C", "C", "C", "C", "H", "H", "H", "H", "H", "H", "H", "H", "H", "H", "H", "H", "H", "H", "N", "C", "C", "C", "C", "C", "C", "C", "C", "C", "C", "C", "C", "C", "H", "H", "H", "H", "H", "H", "H", "H", "H", "H", "Br", "C", "C", "C", "C", "N", "C", "H", "H", "H", "H"], "positions_angstrom": [[-0.263959, 0.083489, 0.139139], [1.969620, 0.175790, 6.070076], [1.382391, 0.130707, 4.880288], [0.022026, -0.136556, 4.689092], [-0.470162, -0.162916, 3.405837], [0.299344, 0.056129, 2.326744], [1.589818, 0.320997, 2.539852], [2.549524, 0.616204, 0.932906], [2.195283, 0.372694, 3.767010], [1.349070, 0.002104, 6.790216], [-0.636905, -0.318555, 5.527446], [-1.518727, -0.353516, 3.214631], [3.246361, 0.590693, 3.885434], [0.853398, 0.076414, -2.438505], [-0.235044, 0.061637, -1.910314], [-1.503259, 0.040772, -2.712753], [-1.522805, 0.180925, -4.095432], [-2.745472, 0.214992, -4.748836], [-3.935621, 0.109284, -4.035452], [-3.924301, -0.050834, -2.655810], [-2.699197, -0.098256, -2.004862], [-2.448647, -0.379808, -0.243721], [-3.804812, 0.332640, 0.683226], [-4.940582, -0.427788, 0.972296], [-6.025770, 0.171082, 1.593096], [-5.983004, 1.518159, 1.928442], [-4.857842, 2.276248, 1.633507], [-3.771375, 1.684335, 1.009660], [-2.417130, -2.160515, 0.031062], [-1.771162, -2.979610, -1.054072], [-1.551699, -4.493772, -0.750914], [-1.834808, -4.904058, 0.658141], [-2.335960, -4.073493, 1.570237], [-2.645546, -2.679831, 1.243556], [-0.589738, 0.281925, -4.635003], [-2.778769, 0.340166, -5.822837], [-4.880426, 0.153726, -4.560532], [-4.853770, -0.135585, -2.106515], [-4.990187, -1.475880, 0.704714], [-6.908300, -0.415117, 1.810999], [-6.833036, 1.977988, 2.414483], [-4.824095, 3.328347, 1.882292], [-2.906805, 2.285501, 0.771074], [-2.255173, -2.807793, -2.015191], [-2.069031, -5.169460, -1.431696], [-1.641358, -5.937804, 0.921874], [-2.546745, -4.422810, 2.571987], [-3.084089, -2.070045, 2.027417], [-0.379977, 1.889650, 0.143484], [-0.319605, 3.147246, 0.021675], [-0.896425, 3.995043, 1.095432], [-0.789747, 3.617841, 2.432393], [-1.367377, 4.400044, 3.417968], [-2.056765, 5.555714, 3.070479], [-2.159672, 5.934374, 1.738795], [-1.573038, 5.161716, 0.747730], [0.389948, 3.765387, -1.126125], [1.225091, 4.856005, -0.879157], [1.925562, 5.434011, -1.924310], [1.783741, 4.938022, -3.213902], [0.941149, 3.863490, -3.461000], [0.246606, 3.272110, -2.418893], [-0.236016, 2.725258, 2.695144], [-1.272315, 4.118402, 4.458179], [-2.501989, 6.171044, 3.840847], [-2.688607, 6.838788, 1.470355], [-1.645878, 5.458268, -0.290631], [1.330729, 5.245177, 0.125269], [2.577415, 6.275471, -1.733739], [2.325012, 5.397579, -4.029873], [0.819969, 3.488180, -4.467949], [-0.427315, 2.454325, -2.623992], [2.832056, -4.471425, 1.959408], [1.542131, -3.968603, 0.689010], [1.000721, -4.805173, -0.188324], [-0.038148, -4.315886, -1.130323], [-0.226019, -2.784333, -1.194666], [0.343152, -1.992717, -0.087015], [1.135068, -2.571286, 0.737747], [1.295379, -5.847505, -0.212575], [0.151706, -4.720974, -2.123830], [0.109363, -2.319321, -2.117016], [1.538142, -1.979588, 1.550084]], "forces_ev_per_a": [[0.7, 0.3, 0.7], [0.0, 0.0, 0.0], [0.0, 0.0, 0.1], [0.0, 0.0, 0.0], [0.0, 0.0, 0.0], [-0.2, -0.2, 0.1], [0.0, 0.1, 0.0], [-0.1, 0.0, -0.1], [-0.1, 0.0, 0.0], [0.0, 0.0, 0.0], [0.0, 0.0, 0.0], [0.0, 0.0, 0.0], [0.0, 0.0, 0.0], [-0.1, -0.1, 0.1], [0.0, 0.0, -0.6], [-0.1, 0.0, 0.1], [0.0, 0.0, 0.0], [0.0, 0.0, 0.0], [0.0, 0.0, 0.0], [0.0, -0.1, 0.0], [0.2, 0.1, 0.1], [0.2, -0.3, 0.0], [0.0, -0.1, 0.0], [-0.1, 0.0, 0.0], [0.0, 0.0, 0.0], [0.0, 0.0, 0.0], [0.0, 0.0, 0.0], [0.0, 0.1, 0.1], [-0.1, 0.0, 0.0], [0.2, 0.1, 0.1], [0.0, 0.1, 0.0], [0.0, 0.0, 0.0], [0.0, 0.0, -0.1], [0.0, 0.0, 0.0], [0.0, 0.0, 0.0], [0.0, 0.0, 0.0], [0.0, 0.0, 0.0], [0.0, 0.0, 0.0], [0.0, 0.1, 0.0], [0.0, 0.0, 0.0], [0.0, 0.0, 0.0], [0.0, 0.0, 0.0], [0.1, 0.0, 0.0], [-0.1, 0.0, 0.0], [0.0, 0.0, 0.0], [0.0, 0.0, 0.0], [0.0, 0.0, 0.0], [0.0, 0.0, 0.0], [-0.4, 0.0, -0.5], [0.3, -0.1, 0.2], [-0.1, 0.0, 0.0], [0.0, 0.0, 0.0], [0.0, 0.0, 0.0], [0.0, 0.0, 0.0], [0.0, 0.0, 0.0], [0.0, 0.0, 0.0], [0.0, 0.0, 0.1], [0.0, 0.0, 0.0], [0.0, 0.0, 0.0], [0.0, 0.0, 0.0], [0.0, 0.0, 0.0], [0.0, 0.0, 0.0], [0.0, 0.0, 0.0], [0.0, 0.0, 0.0], [0.0, 0.0, 0.0], [0.0, 0.0, 0.0], [0.0, 0.0, 0.0], [0.0, 0.0, 0.0], [0.0, 0.0, 0.0], [0.0, 0.0, 0.0], [0.0, 0.0, 0.0], [0.0, 0.0, 0.0], [0.0, 0.0, 0.0], [0.0, 0.1, 0.0], [0.0, -0.2, 0.0], [0.0, 0.0, 0.0], [-0.1, 0.0, 0.1], [-0.3, 0.1, -0.1], [-0.1, 0.1, 0.0], [0.0, 0.0, 0.0], [0.0, 0.0, 0.0], [0.0, 0.0, 0.0], [0.0, 0.0, 0.0]]}

***

No. 2
{"formula": "C42H32F6O12V4", "method": "ωB97M-V/def2-TZVPD", "homo_lumo_gap_ev": 4.12, "e_lumo_ev": -8.44, "e_above_lowest_kj_mol": 0.0, "fmax_ev_per_a": 4.2, "charge": 2, "species": ["O", "V", "O", "O", "V", "O", "O", "V", "O", "O", "V", "O", "C", "C", "C", "O", "C", "C", "C", "O", "O", "O", "H", "H", "F", "C", "C", "C", "C", "C", "C", "H", "H", "H", "H", "H", "F", "C", "C", "C", "C", "C", "C", "H", "H", "H", "H", "H", "F", "C", "C", "C", "C", "C", "C", "H", "H", "H", "H", "H", "F", "C", "C", "C", "C", "C", "C", "H", "H", "H", "H", "H", "F", "C", "C", "C", "C", "C", "C", "H", "H", "H", "H", "H", "F", "C", "C", "C", "C", "C", "C", "H", "H", "H", "H", "H"], "positions_angstrom": [[-5.503111, -1.605675, -0.827062], [-4.076799, -1.612304, -1.379915], [-4.007401, -1.220118, -2.904416], [0.664054, -4.726182, -0.862914], [-0.843370, -4.222315, -0.993259], [-1.731339, -5.047562, 0.019747], [2.833694, 3.732950, -0.250973], [2.613498, 3.239363, 1.238202], [4.026725, 3.160641, 1.954498], [-2.431692, 3.928297, 1.702961], [-0.969933, 4.289124, 2.170416], [-0.795311, 3.674742, 3.599501], [0.852761, -0.638101, 0.649390], [-0.394516, -1.050375, 0.230879], [-1.484424, -0.007920, 0.065299], [-2.554733, -0.268656, -0.493579], [-1.214580, 1.354407, 0.374211], [0.001892, 1.728223, 0.846771], [1.137507, 0.692997, 0.939721], [2.285742, 1.119301, 1.204081], [0.351238, 2.967200, 1.128790], [-0.574350, -2.287401, 0.070532], [1.634084, -1.359900, 0.845946], [-1.947497, 2.123626, 0.178263], [-7.047414, -2.625519, 2.475623], [-5.724774, -2.477508, 2.370417], [-5.178684, -1.208719, 2.472234], [-3.802075, -1.042218, 2.470535], [-2.974939, -2.166987, 2.421640], [-3.543067, -3.435937, 2.448655], [-4.920629, -3.604616, 2.458260], [-5.873071, -0.376594, 2.477160], [-3.394973, -0.044509, 2.581423], [-1.903806, -2.020239, 2.380392], [-2.932466, -4.321623, 2.577272], [-5.422545, -4.557842, 2.563048], [-0.752260, 5.207729, -0.036572], [-1.112220, 5.497362, -1.355746], [-2.443988, 5.673473, -1.664780], [-2.779813, 5.931410, -2.978253], [-1.761623, 6.107647, -3.917309], [-0.426100, 6.005320, -3.581196], [-0.108121, 5.602118, -2.283727], [-3.175006, 5.492833, -0.883912], [-3.787248, 5.948519, -3.367823], [-2.044499, 6.280552, -4.948322], [0.393879, 6.027541, -4.284229], [0.915814, 5.486559, -1.946092], [3.291130, -6.961990, 0.868531], [4.006293, -5.934569, 1.362245], [4.868711, -6.134014, 2.416660], [5.473163, -5.052392, 3.044840], [5.251032, -3.776916, 2.547103], [4.380215, -3.586774, 1.484292], [3.728388, -4.665264, 0.894930], [5.055735, -7.145256, 2.757029], [6.096316, -5.212110, 3.912778], [5.797302, -2.928520, 2.939374], [4.168510, -2.601088, 1.085299], [2.993273, -4.482662, 0.122875], [4.122819, 1.477911, -1.892829], [5.256558, 1.322223, -1.152984], [6.386138, 2.037375, -1.474113], [7.498336, 1.896478, -0.651928], [7.524875, 0.958099, 0.377244], [6.394001, 0.197904, 0.610838], [5.238901, 0.388813, -0.137089], [6.424307, 2.786107, -2.252983], [8.388177, 2.460367, -0.900165], [8.425889, 0.872984, 0.967345], [6.380796, -0.460923, 1.470594], [4.322306, -0.136564, 0.095540], [-7.434077, 2.078133, -1.397091], [-6.996687, 2.153414, -0.131634], [-5.631519, 2.137066, 0.111704], [-5.203295, 2.194844, 1.425179], [-6.097533, 2.305110, 2.482340], [-7.458842, 2.303545, 2.212700], [-7.902977, 2.223644, 0.901606], [-4.920086, 2.131813, -0.706217], [-4.148433, 2.192298, 1.656757], [-5.718146, 2.400363, 3.490958], [-8.189574, 2.341740, 3.009227], [-8.959459, 2.242990, 0.666681], [-0.236483, -2.581741, -2.724023], [1.111696, -2.579820, -3.110715], [1.908392, -1.541111, -2.676731], [3.260822, -1.562304, -2.962172], [3.805830, -2.651588, -3.629567], [2.992858, -3.698318, -4.043796], [1.631036, -3.636375, -3.806397], [1.472705, -0.784214, -2.035688], [3.835986, -0.709234, -2.630168], [4.870509, -2.688050, -3.814793], [3.482536, -4.520413, -4.545588], [0.979062, -4.414122, -4.193786]], "forces_ev_per_a": [[-0.9, 0.2, -0.4], [2.6, 1.7, 0.3], [-0.7, -0.6, 1.2], [-2.9, 0.4, -0.2], [3.5, 0.9, 2.3], [0.7, 0.8, -1.4], [-0.2, -0.3, 1.7], [1.7, -2.0, -1.4], [-1.8, 0.6, -0.6], [1.4, 0.3, 0.8], [-1.1, -1.7, -1.4], [0.0, 0.7, -0.7], [0.2, 0.3, 0.5], [1.3, -0.8, 0.9], [-0.1, 0.6, -1.0], [-1.4, -1.7, -0.5], [0.6, 0.6, 0.6], [0.2, -0.6, -0.4], [-0.4, 0.7, -0.4], [-0.2, 1.4, 0.2], [-0.2, 0.8, 1.3], [-1.9, -1.5, -1.5], [0.0, -0.1, -0.3], [-0.3, -0.2, 0.0], [-0.1, 0.1, -0.4], [0.7, -0.1, 1.3], [-0.6, 0.3, -0.7], [-0.2, -0.4, 0.0], [-0.1, 0.5, -0.2], [0.1, -0.4, 0.1], [-0.5, 0.3, -0.4], [0.2, 0.1, 0.2], [0.1, 0.0, -0.1], [0.1, -0.3, 0.3], [0.2, 0.1, -0.2], [0.3, -0.1, -0.1], [0.2, 0.1, 0.6], [-0.3, 0.4, -1.0], [-0.3, -0.6, 0.9], [0.7, 0.0, -0.7], [-0.3, 0.1, -0.5], [0.1, -1.1, 0.7], [0.5, 0.6, 0.6], [-0.1, 0.2, -0.1], [-0.2, 0.1, 0.5], [0.1, 0.1, 0.0], [-0.2, 0.4, -0.3], [0.0, -0.1, -0.2], [0.3, -0.2, -0.1], [-0.6, 0.5, 0.2], [0.2, -0.6, 0.4], [-0.2, 0.0, -0.5], [0.2, 0.3, -0.1], [-0.1, -0.3, -0.2], [0.0, 0.4, 0.1], [-0.1, 0.0, 0.0], [0.1, 0.0, -0.1], [-0.1, 0.0, 0.2], [0.2, 0.1, 0.1], [0.1, -0.3, -0.1], [0.0, 0.1, 0.0], [0.0, -0.4, -0.2], [0.3, 0.7, 0.5], [0.2, -0.5, -0.4], [0.0, 0.5, -0.5], [-0.1, 0.2, 0.6], [0.0, 0.1, 0.1], [-0.3, -0.2, -0.2], [0.0, 0.1, 0.2], [-0.1, -0.2, 0.1], [0.0, -0.2, -0.2], [0.0, -0.1, -0.1], [0.0, 0.1, 0.0], [0.4, -0.1, 0.1], [0.0, 0.0, -0.2], [0.1, 0.2, 0.4], [0.0, -0.1, -0.1], [0.1, -0.1, 0.0], [-0.5, 0.1, -0.1], [-0.1, -0.1, -0.1], [0.1, 0.0, -0.1], [-0.1, -0.1, 0.0], [0.1, 0.1, 0.0], [0.0, -0.1, 0.0], [-0.5, -0.6, 0.1], [1.3, 0.3, 0.2], [-0.9, -0.1, 0.5], [-0.1, 0.0, 0.0], [0.1, 0.2, 0.1], [0.6, 0.6, 0.1], [-0.8, -0.9, -0.5], [0.1, 0.2, -0.2], [0.3, -0.2, -0.1], [0.0, 0.0, 0.0], [-0.4, -0.2, -0.1], [0.0, 0.0, 0.1]]}

***

- Number 2 is which compound?
  C42H32F6O12V4